# 1
{"formula": "C6H9F3Si", "method": "wB97M-V/def2-TZVPD", "symbols": ["C", "C", "C", "C", "C", "C", "F", "F", "F", "Si", "H", "H", "H", "H", "H", "H", "H", "H", "H"], "positions_angstrom": [[-0.188, -1.277, -0.604], [0.357, -0.082, -0.686], [-1.538, -1.472, -0.009], [-0.224, 1.269, -0.477], [-1.745, -0.167, 0.854], [-1.637, 1.121, 0.022], [4.337, 0.533, -1.262], [3.940, 0.948, 1.147], [4.225, -1.399, 0.470], [3.548, -0.039, -0.037], [0.505, -2.104, -0.954], [-2.297, -1.512, -0.806], [-1.568, -2.411, 0.542], [0.309, 1.894, 0.333], [-0.123, 1.939, -1.336], [-2.779, -0.229, 1.424], [-0.908, -0.080, 1.642], [-1.896, 1.995, 0.610], [-2.320, 1.074, -0.873]], "e_lumo_ev": [-0.386, -1.408], "homo_ev": [-9.02, -8.92], "gap_ha": [0.31739, 0.27609]}

=====

# 2
{"formula": "C38H41AuN7O4Te", "method": "wB97M-V/def2-TZVPD", "symbols": ["Au", "O", "N", "N", "O", "C", "C", "C", "C", "C", "C", "H", "H", "H", "H", "H", "C", "C", "C", "C", "C", "C", "C", "C", "N", "H", "H", "H", "H", "H", "H", "H", "H", "H", "N", "C", "O", "C", "C", "N", "C", "N", "H", "H", "C", "C", "O", "N", "Te", "C", "C", "C", "C", "C", "C", "C", "C", "C", "C", "C", "C", "C", "C", "C", "C", "C", "C", "H", "H", "H", "H", "H", "H", "H", "H", "H", "H", "H", "H", "H", "H", "H", "H", "H", "H", "H", "H", "H", "H", "H", "H", "H"], "positions_angstrom": [[1.696, -1.341, 0.659], [1.451, -2.054, -1.308], [1.004, -3.276, -1.367], [1.244, -4.040, -0.346], [1.870, -3.626, 0.751], [0.744, -5.322, -0.365], [0.109, -5.841, -1.513], [-0.368, -7.131, -1.503], [-0.232, -7.943, -0.378], [0.398, -7.432, 0.755], [0.884, -6.146, 0.764], [0.014, -5.205, -2.377], [-0.857, -7.526, -2.386], [-0.611, -8.957, -0.385], [0.510, -8.054, 1.635], [1.383, -5.732, 1.626], [1.210, -1.292, 5.164], [2.083, -0.134, 5.527], [2.321, 0.129, 6.871], [3.095, 1.204, 7.260], [3.658, 2.019, 6.296], [3.466, 1.768, 4.946], [4.148, 2.665, 3.955], [2.654, 0.693, 4.553], [2.336, -0.878, 2.551], [0.958, -1.872, 6.051], [1.714, -1.935, 4.444], [0.293, -0.933, 4.701], [1.883, -0.515, 7.626], [3.270, 1.408, 8.309], [4.256, 2.868, 6.602], [5.001, 3.157, 4.422], [3.456, 3.431, 3.608], [4.485, 2.107, 3.086], [1.449, 2.594, 0.209], [2.065, 1.551, 0.878], [2.704, 0.708, 0.207], [1.971, 1.568, 2.290], [1.257, 2.554, 2.944], [0.684, 3.413, 3.475], [2.521, 0.453, 3.078], [3.551, -0.393, 2.525], [0.671, 3.006, 0.704], [1.276, 2.365, -0.759], [-0.911, -2.011, 2.292], [-1.100, -0.651, 1.628], [-2.022, 0.097, 2.022], [-0.310, -0.358, 0.631], [-1.603, 1.094, -0.471], [-2.388, 2.904, -1.702], [-3.183, 2.715, -2.835], [-3.553, 1.337, -3.297], [-3.665, 3.802, -3.555], [-3.405, 5.103, -3.163], [-3.903, 6.280, -3.954], [-2.669, 5.293, -2.004], [-2.168, 4.219, -1.281], [-1.367, 4.525, -0.047], [-0.938, 0.074, -2.234], [-0.104, 0.621, -3.204], [0.369, 2.045, -3.168], [0.303, -0.151, -4.288], [-0.104, -1.463, -4.437], [0.337, -2.314, -5.593], [-0.950, -1.990, -3.478], [-1.363, -1.252, -2.381], [-2.257, -1.943, -1.400], [-1.718, -2.187, 3.001], [0.047, -2.039, 2.796], [-0.904, -2.794, 1.534], [-3.630, 0.673, -2.438], [-2.789, 0.935, -3.962], [-4.505, 1.353, -3.831], [-4.261, 3.629, -4.445], [-4.626, 5.963, -4.703], [-3.075, 6.770, -4.467], [-4.373, 7.017, -3.303], [-2.477, 6.303, -1.662], [-1.654, 5.493, 0.363], [-0.303, 4.566, -0.285], [-1.526, 3.764, 0.716], [-0.148, 2.599, -2.389], [0.164, 2.532, -4.124], [1.445, 2.084, -2.996], [0.963, 0.291, -5.024], [0.920, -1.739, -6.310], [-0.528, -2.741, -6.103], [0.951, -3.136, -5.227], [-1.283, -3.015, -3.578], [-2.859, -2.705, -1.898], [-2.911, -1.239, -0.881], [-1.641, -2.433, -0.648]], "total_charge": -2, "e_lumo_ev": [4.128, 4.120], "spin_multiplicity": 2, "homo_ev": [-1.18, -1.17], "gap_ha": [0.19505, 0.19445]}

=====

# 3
{"formula": "CHCl2NO3", "method": "wB97M-V/def2-TZVPD", "symbols": ["C", "N", "O", "O", "O", "Cl", "Cl", "H"], "positions_angstrom": [[1.069, 0.252, 0.142], [-1.269, 0.820, 1.286], [-1.569, 0.134, 0.360], [-1.975, 1.259, 2.139], [-0.036, 1.111, 1.460], [1.154, 1.677, -0.891], [2.312, -0.438, 0.948], [0.532, -0.582, -0.373]], "e_lumo_ev": -0.947, "homo_ev": -10.67, "gap_ha": 0.35725}

=====

# 4
{"formula": "C16H16BCo2N2O6", "method": "wB97M-V/def2-TZVPD", "symbols": ["C", "N", "C", "C", "C", "C", "N", "B", "H", "C", "C", "H", "H", "H", "H", "H", "H", "H", "H", "H", "H", "H", "H", "O", "C", "Co", "C", "O", "C", "O", "C", "C", "C", "Co", "C", "O", "C", "O", "C", "O", "H", "H", "H"], "positions_angstrom": [[2.284, 1.654, -5.317], [2.071, 2.575, -4.216], [1.761, 3.949, -4.564], [2.188, 2.164, -2.886], [3.440, 2.240, -2.216], [3.492, 1.818, -0.900], [2.422, 1.342, -0.220], [2.582, 0.883, 1.306], [1.481, 0.515, 1.699], [1.232, 1.268, -0.866], [1.058, 1.661, -2.181], [2.525, 0.664, -4.918], [1.379, 1.596, -5.925], [3.107, 2.011, -5.940], [1.641, 4.534, -3.648], [2.571, 4.366, -5.167], [0.836, 3.978, -5.145], [4.337, 2.620, -2.729], [4.422, 1.853, -0.340], [3.401, -0.029, 1.309], [2.998, 1.860, 1.919], [0.403, 0.875, -0.285], [0.077, 1.590, -2.673], [-3.054, 1.192, 4.723], [-3.214, 0.070, 4.479], [-3.372, -1.631, 3.978], [-2.486, -2.638, 5.131], [-1.866, -3.336, 5.823], [-5.013, -2.234, 4.108], [-6.095, -2.667, 4.118], [-3.137, -1.860, 2.003], [-1.778, -1.669, 2.431], [-0.856, -0.680, 2.411], [-2.393, -3.492, 1.534], [-1.223, -4.529, 2.365], [-0.447, -5.152, 2.961], [-1.859, -3.245, -0.154], [-1.501, -2.998, -1.223], [-3.893, -4.424, 1.613], [-4.906, -4.976, 1.729], [-3.534, -1.133, 1.275], [0.207, -0.849, 2.611], [-1.286, 0.263, 1.987]], "total_charge": -1, "e_lumo_ev": 1.607, "homo_ev": -3.67, "gap_ha": 0.19397}

=====

# 5
{"formula": "C6H9NO", "method": "wB97M-V/def2-TZVPD", "symbols": ["C", "C", "C", "C", "C", "C", "H", "H", "H", "H", "H", "H", "H", "H", "H", "N", "O"], "positions_angstrom": [[-1.415, -0.294, -0.543], [-0.758, 1.057, -0.093], [-0.686, -0.748, 0.686], [0.845, -0.837, 0.465], [1.331, -0.421, -0.899], [0.793, 0.921, -0.358], [-2.504, -0.214, -0.478], [-1.172, -0.708, -1.602], [-1.317, 1.950, -0.419], [-0.520, 0.881, 2.083], [-0.957, -1.523, 1.335], [1.368, -1.718, 0.888], [0.869, -0.868, -1.825], [2.475, -0.453, -0.846], [1.266, 1.909, -0.528], [-1.019, 0.578, 1.279], [1.401, 0.487, 0.856]], "e_lumo_ev": 1.052, "homo_ev": -8.95, "gap_ha": 0.36763}

=====

# 6
{"formula": "C10H13ClN2", "method": "wB97M-V/def2-TZVPD", "symbols": ["Cl", "C", "C", "C", "C", "C", "C", "N", "C", "C", "N", "C", "C", "H", "H", "H", "H", "H", "H", "H", "H", "H", "H", "H", "H", "H"], "positions_angstrom": [[1.131, 2.634, -0.476], [1.872, 1.052, -0.045], [3.213, 0.856, -0.085], [3.786, -0.332, 0.080], [2.878, -1.396, 0.082], [1.544, -1.220, 0.279], [0.918, 0.048, 0.253], [-0.461, 0.142, 0.246], [-1.085, -1.116, -0.466], [-2.352, -0.670, -1.094], [-3.077, 0.152, 0.080], [-2.337, 1.359, 0.384], [-1.056, 0.899, 1.282], [3.936, 1.728, -0.492], [4.794, -0.772, -0.115], [3.400, -2.418, -0.040], [0.945, -2.104, 0.123], [-0.354, -1.868, -1.140], [-1.682, -1.706, 0.361], [-2.248, -0.009, -1.858], [-3.158, -1.532, -1.118], [-3.931, 0.364, -0.275], [-3.024, 2.091, 0.868], [-1.866, 1.867, -0.565], [-1.285, 0.206, 2.231], [-0.500, 1.745, 1.500]], "e_lumo_ev": 0.820, "homo_ev": -8.08, "gap_ha": 0.32711, "smiles": "Clc1ccccc1N1CCNCC1"}